No. 1
{
  "formula": "C4H25N2O8",
  "method": "ωB97M-V/def2-TZVPD",
  "elements": ["C", "N", "C", "O", "C", "C", "N", "H", "H", "H", "H", "H", "H", "H", "H", "H", "H", "H", "H", "H", "O", "H", "H", "O", "H", "H", "O", "H", "H", "O", "H", "H", "O", "H", "H", "O", "H", "H", "O"],
  "coordinates": [[1.185, 0.423, -2.030], [1.374, -1.041, -1.996], [0.065, -1.742, -1.978], [-0.304, -1.884, -0.619], [0.207, 1.081, -0.962], [-0.038, 2.560, -1.274], [0.690, 1.134, 0.431], [0.932, 0.836, -3.024], [2.127, 0.882, -1.696], [1.832, -1.318, -1.146], [0.178, -2.758, -2.366], [-0.608, -1.029, -2.496], [-0.679, 0.437, -1.000], [-0.097, 2.728, -2.347], [-0.924, 2.949, -0.795], [0.834, 3.204, -0.981], [0.831, 0.187, 0.763], [1.564, 1.648, 0.543], [-0.794, 0.569, 2.770], [-1.982, 1.014, 2.136], [-1.347, 1.362, 2.797], [-3.113, -2.487, -0.755], [-1.891, -1.509, -0.649], [-2.889, -1.558, -0.881], [0.861, -1.610, 0.436], [1.674, -2.521, 1.456], [1.712, -1.660, 1.013], [-3.545, -0.110, 0.812], [-3.285, 1.358, 0.511], [-3.676, 0.780, 1.175], [-0.416, -4.686, -0.274], [-0.518, -3.197, 0.162], [-0.799, -4.153, 0.427], [0.438, 3.423, 1.846], [-0.732, 2.920, 2.608], [-0.052, 3.640, 2.646], [3.369, 0.134, 0.899], [3.768, -0.299, 2.270], [4.046, 0.296, 1.568]],
  "energy_ha": -878.88889,
  "lumo_ev": 3.136,
  "charge": -1,
  "homo_lumo_gap_ev": 8.4,
  "de_lowest_ev": 0.641
}


No. 2
{
  "formula": "C10H16O",
  "method": "ωB97M-V/def2-TZVPD",
  "elements": ["C", "C", "O", "H", "H", "H", "H", "H", "H", "C", "C", "C", "C", "C", "C", "C", "C", "H", "H", "H", "H", "H", "H", "H", "H", "H", "H"],
  "coordinates": [[0.549, -2.824, -1.811], [1.731, -3.169, -2.829], [-0.503, -3.715, -2.227], [0.767, -3.051, -0.754], [0.191, -1.783, -1.848], [2.601, -2.506, -2.728], [-1.166, -3.392, -2.942], [1.162, -3.064, -3.799], [1.948, -4.204, -2.604], [0.778, 0.161, -0.190], [1.649, -0.606, 0.730], [-0.084, 1.224, 0.609], [0.439, 2.478, 0.836], [-1.368, 0.843, 1.125], [-0.392, 3.426, 1.546], [-2.165, 1.706, 1.817], [-1.681, 3.077, 1.965], [1.381, 0.743, -0.852], [0.206, -0.568, -0.790], [1.209, -1.118, 1.595], [1.422, 2.733, 0.442], [-1.732, -0.198, 1.097], [0.060, 4.385, 1.872], [-2.956, 1.474, 2.522], [-2.430, 3.779, 2.337], [2.429, 0.041, 1.320], [2.202, -1.455, 0.164]],
  "energy_ha": -465.75770,
  "lumo_ev": [3.113, 3.012],
  "charge": -1,
  "s2": 0.761,
  "homo_lumo_gap_ev": [2.1, 6.6],
  "de_lowest_ev": 1.819,
  "multiplicity": 2
}


No. 3
{
  "formula": "C3H6O2S",
  "method": "ωB97M-V/def2-TZVPD",
  "elements": ["O", "C", "O", "C", "C", "S", "H", "H", "H", "H", "H", "H"],
  "coordinates": [[-2.039, 0.276, -0.928], [-1.362, -0.337, -0.132], [-1.383, 0.154, 1.187], [-0.290, -1.247, -0.336], [0.836, -1.274, 0.620], [2.018, 0.081, 0.304], [-2.035, 0.869, 1.138], [0.047, -1.378, -1.357], [1.114, 3.514, -1.099], [1.308, -2.233, 0.356], [0.558, -1.287, 1.676], [1.228, 2.860, -1.430]],
  "energy_ha": -666.41373,
  "lumo_ev": -3.368,
  "homo_lumo_gap_ev": 5.7,
  "de_lowest_ev": 4.906
}


No. 4
{
  "formula": "C2HBr5S",
  "method": "ωB97M-V/def2-TZVPD",
  "elements": ["C", "C", "S", "Br", "Br", "Br", "Br", "Br", "H"],
  "coordinates": [[-0.582, 0.300, -0.369], [-0.965, 0.128, 0.912], [1.733, -2.102, -0.931], [1.266, 0.188, -1.044], [-1.764, 0.271, -1.746], [0.962, 2.988, -0.835], [0.276, 0.213, 2.273], [-2.706, 0.489, 1.453], [1.780, -2.474, 0.288]],
  "energy_ha": -13344.92692,
  "lumo_ev": [-2.088, -2.088],
  "homo_lumo_gap_ev": [6.8, 6.9],
  "de_lowest_ev": 2.793
}


No. 5
{
  "formula": "C8H12AuCl5N2O9P3",
  "method": "ωB97M-V/def2-TZVPD",
  "elements": ["Au", "O", "P", "O", "O", "O", "P", "O", "O", "O", "H", "H", "N", "C", "P", "O", "O", "C", "N", "H", "H", "H", "H", "H", "H", "H", "H", "H", "H", "Cl", "C", "C", "C", "Cl", "C", "Cl", "C", "Cl", "C", "Cl"],
  "coordinates": [[-0.068, -2.200, -0.567], [3.715, -2.772, -0.243], [2.861, -1.517, 0.153], [3.600, -0.234, 0.205], [1.730, -1.474, -0.927], [2.211, -1.814, 1.562], [1.479, -3.235, 1.980], [0.427, -2.716, 3.048], [2.450, -4.199, 2.477], [0.659, -3.580, 0.721], [4.346, -3.082, 0.421], [0.726, -2.891, 3.949], [-2.436, 1.869, 1.389], [-1.350, 2.407, 0.494], [0.098, 1.408, 1.095], [0.555, 2.025, 2.369], [-0.471, 0.022, 1.019], [1.477, 1.691, -0.092], [2.725, 1.751, 0.726], [-2.280, 2.185, 2.350], [-2.305, 0.839, 1.389], [-3.379, 2.122, 1.099], [-1.265, 3.480, 0.645], [-1.627, 2.176, -0.534], [1.329, 2.641, -0.606], [1.580, 0.893, -0.823], [3.166, 0.771, 0.717], [2.460, 2.026, 1.685], [3.403, 2.410, 0.351], [0.735, 0.243, -3.360], [-0.843, -0.012, -2.738], [-1.079, -0.966, -1.770], [-2.375, -1.177, -1.371], [-2.405, -2.521, -0.207], [-3.474, -0.471, -1.793], [-5.028, -0.805, -1.159], [-3.228, 0.530, -2.739], [-4.533, 1.481, -3.303], [-1.929, 0.744, -3.217], [-1.658, 1.955, -4.395]],
  "energy_ha": -4559.48371,
  "lumo_ev": -5.069,
  "charge": 1,
  "homo_lumo_gap_ev": 7.7,
  "de_lowest_ev": 1.170
}


No. 6
{
  "formula": "C12H16Cl3NW",
  "method": "ωB97M-V/def2-TZVPD",
  "elements": ["W", "Cl", "Cl", "C", "H", "H", "C", "C", "H", "C", "H", "C", "H", "H", "C", "H", "H", "C", "H", "H", "H", "H", "Cl", "C", "C", "C", "C", "N", "C", "H", "H", "H", "H"],
  "coordinates": [[0.817, 0.000, 0.070], [0.622, -2.281, 0.110], [1.750, 1.899, 0.945], [2.732, -0.320, -1.112], [3.498, 0.367, -0.660], [3.239, -1.065, -1.770], [-0.940, 0.582, -0.387], [1.506, 0.199, -1.752], [-1.752, 0.612, 0.343], [1.157, -0.511, -3.047], [1.469, 1.296, -1.770], [-0.092, 0.099, -3.698], [2.002, -0.350, -3.756], [1.047, -1.588, -2.904], [-1.306, -0.026, -2.777], [0.114, 1.165, -3.882], [-0.288, -0.398, -4.664], [-1.365, 1.110, -1.709], [-2.206, 0.018, -3.428], [-1.303, -1.038, -2.302], [-0.707, 1.952, -1.979], [-2.395, 1.467, -1.732], [-1.733, 2.128, 5.130], [-1.127, 0.752, 4.283], [-1.008, -0.475, 4.916], [-0.503, -1.545, 4.195], [-0.114, -1.336, 2.884], [-0.137, -0.146, 2.237], [-0.721, 0.890, 2.936], [-1.305, -0.578, 5.940], [-0.375, -2.563, 4.598], [0.253, -2.182, 2.302], [-0.827, 1.867, 2.443]],
  "energy_ha": -1969.17897,
  "lumo_ev": [-0.534, -1.667],
  "s2": 2.026,
  "homo_lumo_gap_ev": [6.4, 6.0],
  "de_lowest_ev": 0.000,
  "multiplicity": 3
}